Below is a molecular structure, C4H10N2O at a distorted geometry, with properties calculated with ωB97M-V/def2-TZVPD.

```
17
Properties=species:S:1:pos:R:3:nbo_charge:R:1
C -0.8624 -0.1280 -0.3806 -0.0905
C -0.6037 0.5914 0.9806 -0.2177
C 1.8256 1.1821 -0.3824 -0.4336
C -0.5718 -1.5968 -0.5339 -0.6511
N 1.2198 0.4984 0.7337 -0.6508
N -2.1664 0.1889 0.2681 0.1034
O -2.9108 -0.7271 0.6372 -0.3705
H 1.5214 -0.4734 0.7500 0.3392
H -0.6642 0.5341 -1.2192 0.2296
H -0.5988 0.0099 1.8985 0.2513
H -0.6751 1.6741 0.9552 0.2422
H 1.6782 0.7076 -1.3654 0.1525
H 1.4426 2.2036 -0.4344 0.1917
H 2.9083 1.2467 -0.2211 0.2121
H 0.4408 -1.7548 -0.9007 0.2211
H -0.6693 -2.1211 0.4163 0.2299
H -1.3140 -2.0356 -1.2019 0.2411
```

Relative energy (zero: lowest compared OMol25 entry of this formula, charge and spin), kcal/mol: 159.8
Multiplicity: 1
HOMO-LUMO gap (alpha / beta), eV: 8.145 / 8.142
E_LUMO (alpha / beta), Ha: -0.00874 / -0.00878
HOMO level (alpha / beta), eV: -8.4 / -8.4

=====

Below is 2 unconnected molecules or ions with the total composition C33H55F2INO4Si at a distorted geometry, with properties calculated with ωB97M-V/def2-TZVPD.

```
97
Properties=species:S:1:pos:R:3:lowdin_charge:R:1
C 6.1233 -3.9520 1.2773 -0.1206
C 6.8695 -2.9865 0.2729 -0.2672
C 6.0641 -2.9383 -1.0837 -0.2126
C 4.7715 -2.0376 -0.8823 -0.2034
C 3.4173 -2.7441 -1.3671 -0.1745
C 2.5032 -1.6567 -2.0671 -0.1528
C 1.1213 -1.3899 -1.2790 -0.1047
C 1.1438 -0.1033 -0.4210 -0.0007
C 1.5462 -0.2882 0.9845 -0.1912
O 1.8817 -1.5558 1.4431 -0.0508
C 0.7300 -1.9682 2.2719 -0.1909
C 0.2968 -3.4554 2.0127 -0.0505
N 1.6070 0.7349 1.9005 0.2149
C 1.2467 2.0295 1.5292 -0.1847
C 1.3317 3.0907 2.6585 -0.1572
C 2.5932 2.8659 3.6259 -0.1334
C 2.1773 2.1095 4.9578 -0.2199
O 3.1325 1.1081 5.3476 -0.1991
C 2.5363 -0.1794 5.5036 -0.1133
C 0.8161 2.3153 0.1494 -0.4806
I 0.2290 4.3221 -0.2638 1.0532
C 0.7631 1.2637 -0.8882 -0.0311
C 0.3240 1.4234 -2.3611 -0.4133
F 1.3535 0.8299 -3.1441 0.0390
F 0.2050 2.7018 -2.8614 0.0038
C -0.9945 0.6358 -2.7678 -0.1362
C -2.0294 0.4186 -1.5975 -0.2222
Si -3.1990 -1.0064 -2.1842 0.5813
C -4.4700 -1.2007 -0.7484 -0.1876
C -4.0434 -0.6499 -3.8429 -0.1829
C -2.2595 -2.6849 -2.2295 -0.2376
C -1.5143 -3.1605 -3.4119 -0.0986
C -0.8306 -4.4645 -3.4447 -0.0707
C -0.8437 -5.3857 -2.2917 -0.0606
C -1.5788 -4.9135 -1.1022 -0.0894
C -2.2636 -3.6138 -1.0695 -0.0983
H 5.1159 -3.5159 1.5071 0.0566
H 6.0323 -4.9488 0.7560 0.0806
H 6.6939 -4.0581 2.2424 0.0740
H 6.9780 -1.9656 0.7416 0.1087
H 7.8972 -3.3709 0.0360 0.1033
H 6.7253 -2.4614 -1.8536 0.1062
H 5.7850 -3.9522 -1.4828 0.1072
H 4.9524 -1.0847 -1.4518 0.1041
H 4.5902 -1.7346 0.1855 0.0927
H 3.7370 -3.4881 -2.1551 0.1076
H 2.9084 -3.3083 -0.5445 0.1004
H 3.0071 -0.6696 -2.2263 0.0989
H 2.2190 -2.0401 -3.0899 0.1174
H 0.9850 -2.3035 -0.6309 0.1121
H 0.3106 -1.4383 -2.0429 0.0825
H -0.1563 -1.3234 1.9927 0.1334
H 0.9028 -1.7935 3.3666 0.1078
H -0.5621 -3.4612 1.2803 0.0570
H 1.1010 -4.1142 1.6026 0.0912
H -0.1278 -3.9107 2.9541 0.0941
H 1.8813 0.5032 2.8586 0.1471
H 0.4330 3.0608 3.3449 0.1366
H 1.4101 4.1420 2.2966 0.0556
H 3.4052 2.2594 3.1475 0.1212
H 3.0571 3.8596 3.8842 0.1247
H 2.0583 2.8139 5.8336 0.1423
H 1.1822 1.6008 4.8008 0.1088
H 1.5383 -0.1571 6.0184 0.1022
H 3.2265 -0.7931 6.1493 0.1107
H 2.4146 -0.7542 4.5412 0.0639
H -0.7216 -0.3082 -3.3228 0.1021
H -1.5161 1.2729 -3.5415 0.1361
H -1.6006 0.0481 -0.6326 0.0769
H -2.6821 1.3266 -1.4992 0.0744
H -4.8030 -0.1609 -0.4516 0.0395
H -5.3215 -1.8583 -1.0505 0.0456
H -3.9406 -1.5978 0.1674 0.0254
H -4.6754 -1.5611 -4.0770 0.0524
H -3.3416 -0.5471 -4.7162 0.0397
H -4.7747 0.2038 -3.7851 0.0487
H -1.5035 -2.4800 -4.3012 0.0947
H -0.2892 -4.7760 -4.3657 0.0964
H -0.3383 -6.3829 -2.3241 0.1030
H -1.5737 -5.6063 -0.2209 0.0992
H -2.8018 -3.3742 -0.1252 0.0770
C -3.8809 4.5200 -1.1922 -0.1243
O -5.2777 4.4631 -0.9617 -0.1882
C -5.6059 4.4812 0.4244 -0.1978
C -6.0075 5.8735 0.8883 -0.1981
O -4.9239 6.7911 0.7930 -0.1946
C -4.9835 7.5873 -0.3823 -0.1079
H -3.7191 4.8143 -2.2300 0.0953
H -3.3851 5.2482 -0.5452 0.0721
H -3.4388 3.5300 -1.0319 0.0602
H -4.7739 4.0947 1.0231 0.1229
H -6.4564 3.8040 0.5536 0.1258
H -6.2900 5.8217 1.9444 0.1260
H -6.8740 6.2391 0.3288 0.1287
H -5.6974 8.4042 -0.2393 0.0914
H -5.2663 7.0069 -1.2628 0.0841
H -3.9944 8.0157 -0.5515 0.0888
```

Charge: +1
Multiplicity: 1
HOMO-LUMO gap, eV: 6.758
E_LUMO, Ha: -0.15657
HOMO level, eV: -11.0

=====

Below is a molecular structure, C11H12BBr2FN2O4SV at a distorted geometry, with properties calculated with ωB97M-V/def2-TZVPD.

```
35
Properties=species:S:1:pos:R:3:nbo_charge:R:1
C 5.4495 -0.8233 -0.7483 -0.6410
C 4.1257 0.0704 -0.7661 -0.0805
O 4.3460 1.1390 0.1846 -0.6910
B 3.2439 1.9726 0.3577 1.1433
O 3.4945 3.3215 0.7179 -0.8626
C 1.6920 1.5457 0.2358 -0.2877
C 1.1048 0.3527 0.7923 -0.2582
C -0.3567 0.0001 0.7015 0.4349
F -0.7100 -1.1536 1.3358 -0.3152
C -1.3223 0.8741 0.0090 -0.1103
C -2.8253 0.4972 -0.0336 -0.3393
Br -3.9732 1.5165 -1.2416 0.1258
C -3.0260 -1.0611 -0.3276 -0.1945
C -4.0389 -1.4266 -1.4647 -0.6605
Br -3.7675 -1.8912 1.3489 0.0478
C -0.6956 2.1044 -0.5607 0.1677
N -1.3493 3.1183 -1.2145 -0.6011
S -0.3003 4.2913 -1.6742 0.9538
N 1.1361 3.6871 -1.0766 -0.5405
C 0.7737 2.5130 -0.4985 0.1017
H 5.7907 -1.0973 -1.7805 0.2218
H 5.3653 -1.6964 -0.0559 0.2122
H 6.2563 -0.1561 -0.3247 0.2346
H 4.0026 0.4478 -1.8217 0.1868
H 3.2788 -0.5949 -0.4637 0.1726
H 2.9007 3.4633 1.4844 0.4886
H 1.7857 -0.3416 1.3495 0.2524
H -3.2283 0.6592 1.0143 0.2779
H -2.0727 -1.6107 -0.5232 0.2428
H -3.7246 -1.0874 -2.4889 0.2536
H -4.0460 -2.5579 -1.5264 0.2231
H -5.1063 -1.1546 -1.2339 0.2433
O -4.6699 -6.6547 3.2044 -0.6433
V -4.7104 -4.9677 3.3757 1.9162
O -4.8231 -3.2993 3.7136 -0.6752
```

Relative energy (zero: lowest compared OMol25 entry of this formula, charge and spin), kcal/mol: 77.5
Charge: +1
Multiplicity: 1
HOMO-LUMO gap, eV: 1.905
E_LUMO, Ha: -0.35022
HOMO level, eV: -11.4

=====

Below is a molecular structure, C20H50F4Li3N3O21S4 at a distorted geometry, with properties calculated with ωB97M-V/def2-TZVPD.

```
105
Properties=species:S:1:pos:R:3:lowdin_charge:R:1
Li 13.5631 -23.5167 -9.6332 0.9551
Li 16.7336 -24.5519 -4.2446 0.9065
Li 18.1164 -22.3459 -0.9386 0.8966
N 10.7440 -24.0069 -12.2232 -0.2982
S 9.7719 -25.3904 -12.4756 0.5389
O 8.9527 -25.3676 -13.6782 -0.2800
O 9.4183 -26.1014 -11.2935 -0.2636
F 10.9425 -26.3072 -12.9704 -0.2026
S 9.6287 -23.0387 -12.1598 0.4360
O 8.4257 -23.3118 -11.3992 -0.2892
O 9.5240 -21.9573 -13.1829 -0.3179
F 10.4683 -22.2942 -10.9736 -0.2929
N 15.5320 -21.0145 -3.6461 -0.3114
S 15.6302 -19.8903 -4.9172 0.5566
O 15.6427 -18.4376 -4.7061 -0.2556
O 15.0932 -20.4312 -6.1747 -0.3087
F 17.1835 -20.1754 -5.1360 -0.2385
S 14.2506 -20.3300 -3.1970 0.4268
O 13.0818 -20.4519 -4.0915 -0.2679
O 14.4812 -19.1288 -2.3318 -0.3207
F 13.8368 -21.3793 -2.0588 -0.2244
N 13.0687 -26.6822 -5.1686 -0.7805
O 12.3319 -27.5283 -5.4648 0.0402
O 13.2416 -25.7440 -5.9090 -0.0977
O 13.8158 -26.7944 -4.2468 -0.0776
C 20.4210 -12.5336 -1.7281 -0.0878
O 19.7598 -12.6095 -0.4327 -0.1823
C 18.3813 -12.4107 -0.4069 -0.2045
C 17.7488 -12.6434 0.9828 -0.2610
O 18.2071 -11.7215 1.8521 -0.1977
C 17.9053 -11.9684 3.2397 -0.0571
H 21.4456 -12.9034 -1.7690 0.0723
H 20.7164 -11.5082 -1.9505 0.0830
H 19.9814 -13.0958 -2.5520 0.0837
H 18.0263 -13.0623 -1.2054 0.1202
H 18.1363 -11.3757 -0.6453 0.1240
H 17.7565 -13.6871 1.2969 0.1211
H 16.7045 -12.3311 0.9826 0.1255
H 16.8208 -11.8635 3.2707 0.0824
H 18.4724 -11.2210 3.7946 0.0967
H 18.0268 -13.0312 3.4489 0.0815
C 17.8588 -15.1262 -15.3750 -0.0946
O 19.0290 -14.5927 -14.6966 -0.1960
C 19.2812 -15.2174 -13.3969 -0.1985
C 20.1719 -14.3380 -12.5982 -0.2576
O 19.9817 -14.4912 -11.2403 -0.1612
C 20.6133 -15.6840 -10.7362 -0.0922
H 17.7486 -14.5396 -16.2870 0.0834
H 16.9175 -14.9002 -14.8739 0.0796
H 17.9406 -16.1981 -15.5550 0.0847
H 19.6066 -16.2567 -13.3500 0.1146
H 18.2668 -15.2077 -12.9984 0.1237
H 19.8101 -13.3284 -12.7929 0.1334
H 21.2181 -14.3376 -12.9042 0.1329
H 21.6979 -15.7146 -10.6322 0.0908
H 20.2165 -16.5532 -11.2607 0.0727
H 20.1241 -15.9807 -9.8084 0.0843
C 4.7894 -26.3619 1.2380 -0.0842
O 5.9498 -25.4632 1.2407 -0.2084
C 6.7655 -25.4544 2.4690 -0.1756
C 7.8317 -24.3403 2.5442 -0.2070
O 8.4798 -24.4058 3.7746 -0.2107
C 8.5384 -23.3810 4.7472 -0.0861
H 4.0601 -25.9684 1.9460 0.0824
H 5.0257 -27.3828 1.5381 0.0737
H 4.5485 -26.5062 0.1848 0.0862
H 7.2779 -26.4022 2.6342 0.1165
H 6.0963 -25.4966 3.3283 0.1108
H 7.4756 -23.3178 2.4190 0.1235
H 8.4655 -24.5856 1.6920 0.1231
H 8.9242 -23.6789 5.7221 0.0844
H 7.5111 -23.0195 4.7946 0.0894
H 9.2618 -22.6476 4.3907 0.0817
C 9.2229 -14.5153 4.7236 -0.1380
O 9.8664 -14.4739 3.4955 -0.1951
C 9.5643 -15.5904 2.5960 -0.1284
C 8.0219 -15.9332 2.4532 -0.2583
O 7.5787 -16.5317 3.5948 -0.2048
C 6.2230 -16.9431 3.4502 -0.0848
H 9.6309 -13.7806 5.4178 0.0862
H 9.4524 -15.4829 5.1699 0.0896
H 8.1653 -14.3066 4.5621 0.0866
H 9.9718 -16.5334 2.9604 0.1139
H 10.0271 -15.3777 1.6323 0.1198
H 8.0064 -16.6503 1.6324 0.1212
H 7.4879 -15.0238 2.1774 0.1281
H 5.5870 -16.0857 3.2301 0.0895
H 5.8033 -17.4379 4.3260 0.0876
H 6.1768 -17.6881 2.6559 0.0869
C 16.7218 -22.1781 2.8915 -0.1145
O 17.6353 -21.4473 2.1136 -0.2273
C 18.6177 -20.8364 2.9429 -0.1593
C 19.1830 -19.7083 1.9826 -0.1638
O 19.7984 -20.3063 0.8326 -0.2322
C 20.4418 -19.3994 -0.1056 -0.0812
H 17.2429 -22.8287 3.5938 0.0965
H 16.1426 -22.8124 2.2205 0.0828
H 15.9139 -21.6041 3.3454 0.0992
H 19.4069 -21.5563 3.1596 0.1280
H 18.1613 -20.3781 3.8203 0.1315
H 19.9530 -19.1483 2.5133 0.1244
H 18.3719 -19.0665 1.6386 0.1295
H 21.2489 -18.7258 0.1824 0.0990
H 19.7161 -18.9399 -0.7766 0.0864
H 20.8245 -20.0690 -0.8758 0.0719
```

Multiplicity: 1
HOMO-LUMO gap, eV: 2.743
E_LUMO, Ha: -0.18052
HOMO level, eV: -7.7

=====

| no. | DFT total energy (a.u.) |
| --- | --- |
| 1 | -342.94676 |
| 2 | -2432.64633 |
| 3 | -7451.26257 |
| 4 | -4550.34778 |